Entry from the OMol25 dataset: 6 unconnected molecules or ions with the total composition C29H27BClN5O6 at a distorted geometry (the ωB97M-V functional and the def2-TZVPD basis).

XYZ file:
```
69
Properties=species:S:1:pos:R:3:forces:R:3
O 0.3636 0.0843 3.1359 0.7 -0.3 0.0
C 1.3411 -0.5839 2.9916 -1.4 -0.3 -0.9
O 2.3981 -0.5693 3.8541 0.5 0.4 0.6
C 3.4164 -1.3512 3.3490 0.3 0.3 0.4
O 4.5177 -1.4047 3.8146 -0.8 0.0 -0.3
C 2.8755 -1.9994 2.1390 0.8 -1.0 -0.3
O 3.6621 -2.8349 1.4455 0.3 0.3 0.1
B 4.5146 -2.0371 0.6184 -0.3 -0.3 -0.8
O 5.8306 -1.9726 0.8676 0.1 0.3 0.2
O 3.9347 -1.3687 -0.4328 0.1 -0.2 0.6
C 1.6520 -1.5794 1.8913 -0.3 0.6 0.6
Cl 0.6824 -2.0200 0.5932 -0.2 0.2 0.0
H 5.9996 -2.1453 1.7985 0.3 -0.4 0.2
H 3.8768 -0.4283 -0.2115 -0.1 0.3 -0.4
N -2.4298 1.2990 -0.2459 0.0 0.0 0.0
C -1.8775 1.2538 0.9656 0.1 -0.2 -0.1
C -2.4317 1.8454 2.0880 0.0 0.1 0.1
C -3.6259 2.5328 1.9486 0.0 0.0 0.0
C -4.2150 2.5953 0.6969 0.0 0.0 0.0
C -3.5799 1.9629 -0.3608 0.0 0.0 -0.1
H -0.9445 0.7074 1.0478 0.0 0.0 0.0
H -1.9293 1.7647 3.0420 0.0 0.0 0.0
H -4.0892 3.0144 2.7997 0.0 0.0 0.0
H -5.1425 3.1262 0.5410 0.0 0.0 0.0
H -4.0092 1.9858 -1.3571 -0.1 0.0 0.0
N -5.0703 -2.9220 -0.2073 0.1 0.0 0.0
C -5.0661 -4.2019 0.1589 -0.1 0.0 0.0
C -3.9868 -4.8272 0.7641 0.0 0.0 0.0
C -2.8440 -4.0809 1.0006 0.1 0.0 0.0
C -2.8296 -2.7484 0.6254 -0.1 0.0 0.0
C -3.9644 -2.2187 0.0285 -0.1 0.1 -0.1
H -5.9791 -4.7501 -0.0466 0.0 0.0 0.0
H -4.0421 -5.8709 1.0415 0.0 0.0 0.0
H -1.9779 -4.5311 1.4698 0.0 0.0 0.0
H -1.9605 -2.1301 0.7910 -0.1 0.1 0.0
H -3.9919 -1.1786 -0.2773 0.1 0.0 0.0
N 2.4565 1.3139 -0.1626 0.2 -0.1 -0.1
C 2.3768 1.0684 -1.4716 -0.1 0.0 0.0
C 2.3410 2.0636 -2.4346 0.0 0.0 0.0
C 2.3861 3.3834 -2.0190 0.0 0.0 0.0
C 2.4640 3.6556 -0.6627 0.0 0.0 0.0
C 2.4978 2.5901 0.2204 0.0 0.0 0.2
H 2.3376 0.0219 -1.7514 0.0 0.0 -0.1
H 2.2776 1.8079 -3.4827 0.0 0.0 0.0
H 2.3591 4.1891 -2.7410 0.0 0.0 0.0
H 2.4973 4.6716 -0.2958 0.0 0.0 0.0
H 2.5576 2.7581 1.2898 0.0 0.1 0.0
N 3.7325 -7.3482 -0.6926 0.0 0.0 0.0
C 3.6333 -7.6494 -1.9852 0.0 -0.1 0.0
C 3.6882 -6.7083 -3.0023 0.0 0.0 0.0
C 3.8535 -5.3773 -2.6575 0.0 0.0 -0.1
C 3.9571 -5.0467 -1.3175 0.0 0.0 0.0
C 3.8920 -6.0647 -0.3789 0.0 0.0 0.1
H 3.5027 -8.7019 -2.2114 0.0 0.0 -0.1
H 3.6034 -7.0126 -4.0362 0.0 0.0 0.0
H 3.9004 -4.6104 -3.4199 0.0 0.0 0.0
H 4.0842 -4.0214 -1.0034 0.0 0.0 -0.1
H 3.9697 -5.8461 0.6805 0.0 0.1 0.0
N -3.8537 5.9084 0.1211 0.0 0.1 0.0
C -2.9937 5.7402 -0.8799 0.0 -0.1 0.0
C -2.5705 6.7671 -1.7104 0.0 0.0 0.0
C -3.0706 8.0396 -1.4898 0.0 0.0 0.0
C -3.9675 8.2324 -0.4521 0.0 0.0 0.0
C -4.3234 7.1377 0.3208 0.0 0.0 0.1
H -2.6290 4.7271 -1.0175 0.0 0.0 0.0
H -1.8679 6.5718 -2.5086 0.0 0.0 0.0
H -2.7665 8.8681 -2.1164 0.0 0.0 0.0
H -4.3830 9.2088 -0.2449 0.0 0.0 0.0
H -5.0206 7.2448 1.1446 0.0 0.1 0.0
```
Forces are in eV/Å.

The value obtained for the maximum force is 1.62 eV/A. As for the SMILES: O=C1OC(=O)C(OB(O)O)=C1Cl.c1ccncc1.c1ccncc1.c1ccncc1.c1ccncc1.c1ccncc1. As for the HOMO energy: -9.4 eV. For the energy relative to the best compared isomer or geometry (same formula, charge and spin), the calculation gives 0.000 eV. The HOMO-LUMO gap comes out at 8.24 eV.



Entry from the OMol25 dataset: 2 unconnected molecules or ions with the total composition C2H6NO3 at a distorted geometry (the ωB97M-V functional and the def2-TZVPD basis).

XYZ file:
```
12
Properties=species:S:1:pos:R:3:forces:R:3
C 0.2515 0.9591 0.2312 -0.4 0.2 0.8
N 0.4562 -0.2049 -0.5675 0.8 0.3 -1.0
C 1.7429 -0.4232 -1.2531 -0.5 -0.2 0.5
O 1.9386 -1.6220 -1.5589 0.0 0.3 -0.1
O 2.4426 0.5939 -1.4207 -0.1 -0.1 0.0
H -0.7856 1.3301 0.2022 0.0 -0.2 0.0
H 0.8695 1.7891 -0.0927 0.2 -0.2 -0.4
H 0.5102 0.8279 1.3014 -0.1 -0.1 0.0
H 0.0263 -1.0744 -0.3184 0.0 -0.1 0.3
H -1.7318 -0.5818 1.4016 0.0 0.0 -0.4
H -3.0404 -0.8678 0.5979 0.4 0.1 -0.1
O -2.6800 -0.7262 1.4770 -0.3 -0.1 0.4
```
Forces are in eV/Å.

The value obtained for the maximum force is 1.27 eV/A. As for the HOMO energy: -4.1 eV. For the energy relative to the best compared isomer or geometry (same formula, charge and spin), the calculation gives 0.571 eV. The net charge is -1. The HOMO-LUMO gap comes out at 7.79 eV.



Entry from the OMol25 dataset: a molecular structure, C43H43I2N7OSbTi at a distorted geometry (the ωB97M-V functional and the def2-TZVPD basis).

XYZ file:
```
98
Properties=species:S:1:pos:R:3:forces:R:3
Ti -0.2888 -0.0398 0.4950 -2.3 -1.6 1.2
I 3.7039 5.1780 4.9838 0.0 -0.1 0.0
C 2.5440 3.8734 3.8213 0.2 0.2 0.2
C 1.1819 3.8056 4.0257 -0.2 -0.1 -0.1
C 0.4353 2.9627 3.2214 -0.3 -0.4 -0.4
I -1.6150 2.7027 3.5792 0.2 0.1 0.0
C 1.0038 2.1960 2.1752 0.2 -0.2 0.6
O 0.2248 1.3808 1.4800 1.6 2.1 0.4
C 2.4191 2.2712 2.0171 -0.4 -0.1 -0.4
C 3.1779 1.4429 0.9818 -0.3 0.0 0.0
N 2.6676 1.5903 -0.3841 -0.4 0.9 0.3
C 3.0605 2.9209 -0.8533 -0.1 -0.3 -0.1
C 2.3950 3.4340 -2.1097 0.1 -0.1 0.5
C 2.6486 4.7473 -2.5030 0.2 0.2 0.2
C 1.9857 5.2671 -3.5896 0.1 0.2 0.0
C 1.0839 4.4545 -4.2525 -0.2 0.0 -0.3
C 0.9006 3.1683 -3.7894 -0.1 -0.2 -0.1
N 1.5504 2.6479 -2.7471 -0.2 -0.2 -0.1
C 3.1538 3.1073 2.8505 0.1 -0.1 -0.3
H 0.7013 4.3788 4.8054 0.0 0.0 0.0
H 4.2305 1.7515 0.9951 0.1 0.0 0.4
H 3.1441 0.3933 1.2700 -0.1 -0.2 -0.2
H 3.0502 0.8852 -0.9918 0.0 -0.3 -0.1
H 2.8234 3.6302 -0.0580 0.0 0.0 0.0
H 4.1453 2.9707 -0.9984 0.2 0.1 0.0
H 3.3409 5.3550 -1.9299 0.0 0.0 0.0
H 2.1420 6.2958 -3.8941 0.0 -0.1 0.0
H 0.5199 4.8170 -5.1036 0.0 0.0 0.1
H 0.1759 2.5173 -4.2558 -0.1 -0.1 -0.1
H 4.2306 3.1520 2.7249 -0.1 0.0 0.0
C -3.4657 4.6880 0.0248 0.0 0.0 0.0
C -4.3147 3.5911 -0.0416 0.0 0.0 0.0
C -3.8153 2.3070 -0.2194 0.1 0.0 0.1
C -2.4349 2.0668 -0.3234 -0.2 -0.1 0.1
C -1.5942 3.1856 -0.2345 -0.1 -0.1 -0.1
C -2.0979 4.4666 -0.0696 0.0 0.0 0.0
N -1.9074 0.7639 -0.4262 0.8 0.4 -0.2
C -2.7576 -0.3155 -0.7245 -0.2 -0.2 0.0
C -3.6829 -0.3951 -1.7602 0.1 0.2 -0.2
C -4.4358 -1.5477 -1.9500 -0.1 0.0 0.0
C -4.2749 -2.6349 -1.0995 0.1 0.0 0.1
C -3.3755 -2.5714 -0.0416 0.1 -0.2 -0.1
C -2.6147 -1.4198 0.1424 -0.2 0.3 0.4
N -1.6954 -1.1935 1.1590 1.0 -0.3 0.0
N -1.6868 -2.0601 2.2477 -0.7 0.5 -0.6
C -0.6180 -1.8624 2.9737 0.6 0.1 -0.1
C -0.5027 -2.5312 4.2375 0.2 0.0 0.1
C 0.5947 -2.3297 5.0105 -0.1 0.0 -0.1
C 1.6238 -1.4626 4.5551 0.1 -0.1 0.2
C 1.4721 -0.8718 3.3378 -0.1 0.1 -0.3
N 0.4042 -1.0391 2.5251 -0.8 -0.1 -0.2
H -3.8564 5.6893 0.1682 0.0 -0.1 0.0
H -5.3860 3.7320 0.0641 0.1 0.0 0.0
H -4.4959 1.4681 -0.2299 0.0 0.0 0.0
H -0.5323 3.0341 -0.2685 0.4 -0.1 -0.1
H -1.4100 5.3048 -0.0011 0.0 -0.1 0.0
H -3.8071 0.4545 -2.4256 0.0 0.0 0.1
H -5.1628 -1.5915 -2.7549 0.1 0.0 0.0
H -4.8530 -3.5368 -1.2658 0.0 0.0 0.1
H -3.2447 -3.3922 0.6529 0.0 0.0 0.0
H -1.3209 -3.1758 4.5366 0.1 0.1 0.0
H 0.6842 -2.8237 5.9722 0.0 0.0 0.0
H 2.5168 -1.2800 5.1395 -0.1 0.0 0.0
H 2.2557 -0.2205 2.9708 -0.1 0.0 0.0
C -0.4123 -5.3997 -3.0150 0.1 0.1 -0.1
C 0.2473 -4.2895 -3.8505 -0.1 -0.1 0.3
Sb -0.7621 -2.3937 -3.5336 -0.1 0.0 -0.5
C 0.6023 -1.2292 -4.7811 0.2 -0.3 0.0
C 1.1035 -1.9404 -6.0444 0.0 0.1 0.1
C -2.1425 -2.6886 -5.1972 -0.1 0.1 0.1
C -2.7839 -1.3647 -5.6366 0.1 -0.1 0.1
H 0.1163 -6.3524 -3.1279 -0.1 0.1 0.0
H -1.4533 -5.5598 -3.3184 0.1 0.0 0.0
H -0.4134 -5.1407 -1.9522 0.0 0.0 -0.1
H 0.2192 -4.5315 -4.9160 0.0 0.0 0.1
H 1.2930 -4.1600 -3.5523 -0.1 0.0 -0.1
H 1.4419 -0.9364 -4.1437 -0.1 0.0 -0.1
H 0.0729 -0.3131 -5.0432 0.0 0.1 0.0
H 1.6765 -2.8401 -5.7964 -0.1 0.1 0.0
H 1.7568 -1.2818 -6.6300 -0.1 -0.1 0.0
H 0.2715 -2.2391 -6.6928 0.1 0.0 0.1
H -2.9096 -3.3852 -4.8434 0.0 0.1 -0.1
H -1.6184 -3.1694 -6.0291 0.0 0.0 0.1
H -3.2870 -0.8748 -4.7927 0.1 -0.1 -0.1
H -3.5290 -1.5141 -6.4266 0.1 0.0 0.1
H -2.0292 -0.6683 -6.0249 -0.1 -0.1 0.1
N 4.4973 -5.5818 -0.7348 0.2 -0.1 0.0
C 3.6736 -4.7812 -0.7314 -0.5 0.4 -0.1
C 2.6334 -3.7752 -0.7091 0.0 -0.2 0.1
C 1.4937 -3.9501 0.0755 0.0 -0.1 0.0
C 0.5457 -2.9394 0.1751 0.0 -0.3 0.1
C 0.6757 -1.6889 -0.4499 1.1 -0.5 -0.4
C 1.7744 -1.6201 -1.3296 -0.1 0.3 -0.1
C 2.7385 -2.6103 -1.4577 0.1 0.0 -0.2
H 1.3660 -4.8781 0.6231 0.0 0.1 0.0
H -0.3249 -3.1541 0.7833 0.1 0.1 0.1
H 1.8549 -0.7597 -1.9856 0.2 0.2 0.1
H 3.5812 -2.4837 -2.1272 0.0 0.1 0.0
```
Forces are in eV/Å.

The value obtained for the maximum force is 3.04 eV/A. As for the HOMO energy: -3.7 eV. For the energy relative to the best compared isomer or geometry (same formula, charge and spin), the calculation gives 2.379 eV. The net charge is -1. The HOMO-LUMO gap comes out at 5.59 eV.



Entry from the OMol25 dataset: a molecular structure, C36H29F3N7S2Sc (the ωB97M-V functional and the def2-TZVPD basis).

XYZ file:
```
78
Properties=species:S:1:pos:R:3:forces:R:3
Sc 0.5429 -1.1463 -0.0952 0.1 0.1 -0.6
C 4.3668 4.1444 -1.0493 0.0 -0.1 0.0
C 3.3537 3.2165 -0.4361 0.0 0.0 0.0
C 1.9955 3.5139 -0.4424 0.0 0.0 0.0
C 1.0771 2.6398 0.1031 0.0 -0.1 -0.1
C 1.4585 1.4332 0.7004 0.2 0.2 0.2
N 0.5360 0.5249 1.2499 -0.4 -0.1 -0.2
C -0.3564 0.9627 2.1961 0.2 -0.1 0.3
C -0.3094 2.2683 2.7421 0.0 -0.1 -0.1
C -1.2474 2.7604 3.6195 -0.1 -0.1 0.0
C -2.3022 1.9660 4.0570 0.0 0.1 0.0
C -3.3749 2.4951 4.9723 0.0 -0.1 -0.1
C -2.3022 0.6508 3.6381 0.0 -0.1 0.0
C -1.3493 0.1231 2.7667 0.1 0.5 0.1
N -1.4186 -1.2806 2.5144 -0.1 -0.1 0.1
C -2.3034 -2.1434 3.0621 0.0 -0.2 0.0
C -1.9373 -3.4180 2.7020 -0.1 0.0 0.0
C -0.8028 -3.2497 1.9140 0.0 0.0 0.3
N -0.4879 -1.9587 1.8024 -0.2 -0.2 -0.2
C 2.8287 1.1231 0.6655 -0.3 0.3 -0.1
C 3.7453 2.0040 0.1080 0.1 -0.1 0.0
N 3.2986 -0.1327 1.1323 0.1 0.0 0.2
C 4.5240 -0.4179 1.6189 0.1 -0.2 0.2
C 4.5777 -1.7738 1.8409 0.0 0.0 0.0
C 3.3263 -2.2498 1.4384 -0.1 0.1 0.2
N 2.5564 -1.2520 1.0267 0.1 -0.2 -0.4
H 3.8876 5.0495 -1.4191 0.0 0.0 0.0
H 5.1305 4.4282 -0.3235 0.0 0.0 0.0
H 4.8714 3.6613 -1.8885 0.0 0.0 0.0
H 1.6507 4.4330 -0.9023 0.0 0.0 0.0
H 0.0216 2.8756 0.0513 0.0 0.0 0.1
H 0.5046 2.9132 2.4522 0.0 0.0 -0.1
H -1.1550 3.7779 3.9821 0.0 0.0 0.0
H -3.2022 3.5472 5.1949 0.0 0.0 0.0
H -4.3609 2.4108 4.5105 0.0 0.0 0.0
H -3.4032 1.9460 5.9155 0.0 0.0 0.0
H -3.0814 0.0101 4.0283 0.0 0.0 0.0
H -3.1264 -1.8379 3.6790 0.1 0.1 0.0
H -2.4280 -4.3375 2.9682 0.0 0.0 0.0
H -0.1901 -4.0034 1.4496 0.0 0.1 -0.1
H 4.7869 1.7122 0.0459 0.0 0.0 0.0
H 5.2610 0.3435 1.8017 -0.1 0.1 0.0
H 5.4020 -2.3451 2.2291 0.0 0.0 0.0
H 2.9485 -3.2583 1.4516 0.0 0.0 -0.1
C -2.7057 0.3899 -0.0982 0.1 0.1 -0.1
C -2.0032 0.9321 -1.3092 0.1 -0.1 0.2
C -2.6907 1.8799 -2.0961 0.0 0.1 -0.1
C -2.0399 2.5006 -3.1169 0.0 -0.1 0.1
C -0.6935 2.1757 -3.3819 0.0 -0.2 0.2
C 0.0355 2.8338 -4.3904 0.1 0.0 -0.1
C 1.3490 2.5083 -4.5970 -0.2 0.1 0.0
C 1.9526 1.5048 -3.8337 -0.1 -0.2 0.1
C 1.2650 0.8036 -2.8572 0.1 0.1 -0.1
S 2.0644 -0.5038 -2.0467 -0.1 -0.4 0.2
C -0.0880 1.1654 -2.5838 0.1 0.3 -0.3
N -0.7616 0.5644 -1.5533 0.0 -0.2 0.2
H -3.7499 0.1672 -0.3224 0.0 -0.1 0.0
H -2.6941 1.1407 0.6947 0.0 0.0 0.0
H -2.2162 -0.5068 0.2755 -0.1 0.0 0.0
H -3.7216 2.1126 -1.8636 0.0 0.0 0.0
H -2.5327 3.2539 -3.7206 0.0 0.0 0.0
H -0.4604 3.5870 -4.9905 0.0 0.0 0.0
H 1.9214 3.0179 -5.3620 0.0 0.0 0.0
H 2.9872 1.2389 -4.0087 0.0 0.0 0.0
F 1.0028 -6.3019 -1.9668 -0.2 0.0 0.0
C -0.3023 -6.2207 -2.2037 0.0 -0.2 0.0
F -0.9094 -7.1552 -1.4217 0.1 0.1 -0.1
F -0.4962 -6.6274 -3.4847 0.0 0.0 0.2
C -0.9455 -4.8763 -1.9885 0.1 0.1 0.0
C -2.2441 -4.7785 -2.4450 0.0 0.1 0.0
C -2.9414 -3.5877 -2.2993 0.0 -0.1 0.0
C -2.2880 -2.5409 -1.6913 -0.1 0.2 0.0
N -1.0434 -2.6065 -1.2210 0.2 -0.2 0.0
C -0.3377 -3.7671 -1.3470 -0.4 -0.1 -0.2
S 1.2301 -3.7328 -0.6828 0.4 0.4 0.4
H -2.7095 -5.6299 -2.9250 0.0 0.0 0.0
H -3.9560 -3.4809 -2.6529 0.0 0.0 0.0
H -2.7907 -1.5898 -1.5825 0.0 0.0 0.0
```
Forces are in eV/Å.

The value obtained for the maximum force is 0.72 eV/A. As for the HOMO energy: -7.0 eV. The HOMO-LUMO gap comes out at 7.05 eV.



Entry from the OMol25 dataset: a molecular structure, C31H35ClN2ScSi2 at a distorted geometry (the ωB97M-V functional and the def2-TZVPD basis).

XYZ file:
```
72
Properties=species:S:1:pos:R:3:forces:R:3
C 2.2345 0.5164 -0.4311 1.1 0.4 0.6
C 2.7504 1.7946 -0.8131 -0.1 -0.5 1.0
C 2.6460 2.6497 0.3298 0.2 -0.2 0.1
H 3.1783 2.0562 -1.7755 -0.1 0.0 0.2
C 2.0719 1.9071 1.4096 0.8 -0.6 -0.6
C 1.8072 0.5871 0.9374 1.3 0.5 0.0
H 1.4342 -0.2260 1.5577 0.0 0.3 -0.3
H 2.2666 -0.3891 -1.0443 -0.1 0.6 0.2
H 3.0039 3.6760 0.3873 -0.2 -0.4 0.0
H 1.9376 2.2507 2.4299 -0.2 0.0 -0.3
Sc 0.4413 2.0399 -0.2728 -2.0 -1.8 -0.7
Si 0.3615 5.5369 0.1105 -0.9 5.0 0.4
C -0.3777 6.5516 -1.3325 0.6 -0.8 0.1
C -1.4869 7.3926 -1.2121 -0.3 0.1 -0.3
H -2.0735 7.4325 -0.2855 0.3 0.0 -0.4
C -1.8827 8.1860 -2.2936 0.0 0.0 0.3
H -2.7918 8.7796 -2.2103 0.2 -0.1 0.0
C -1.1300 8.2288 -3.4644 0.4 -0.2 0.1
H -1.4389 8.8568 -4.3072 0.1 -0.3 0.4
C 0.0470 7.4749 -3.5326 -0.1 0.1 0.0
H 0.6781 7.5280 -4.4136 -0.1 0.0 0.0
C 0.4087 6.6332 -2.4788 -0.3 0.2 -0.5
H 1.3098 6.0214 -2.5609 -0.2 0.2 -0.1
C 0.5140 7.1585 1.1696 0.6 -0.3 0.1
C 1.1861 8.2494 0.5900 -0.4 0.2 0.2
H 1.8001 8.0969 -0.2975 -0.1 0.1 0.1
C 0.9866 9.5415 1.0700 0.2 0.0 0.0
H 1.4480 10.3835 0.5532 -0.1 -0.2 0.1
C 0.1887 9.7722 2.1950 0.1 -0.1 0.0
H -0.0027 10.7901 2.5421 0.2 -0.3 -0.1
C -0.3583 8.6851 2.8664 0.0 -0.1 -0.1
H -0.9311 8.8280 3.7848 0.1 0.0 -0.3
C -0.2068 7.3935 2.3432 -0.2 0.2 -0.1
H -0.7096 6.5763 2.8526 0.1 0.2 -0.1
H 1.7387 5.1395 -0.2237 -0.2 -0.7 -0.2
Si -3.4869 5.1178 0.2062 1.8 -0.1 -0.1
C -2.1679 4.7814 1.4642 0.2 -0.8 -0.5
C -0.6763 4.4901 1.2336 -0.3 0.1 -0.7
H -0.6481 3.5122 0.6879 -0.5 0.3 0.7
C 0.1626 4.3729 2.4410 0.0 -0.9 1.4
H 1.2525 4.4533 2.3181 -0.5 -0.1 0.3
C -0.4054 4.1023 3.6628 1.5 0.1 -0.9
H 0.2395 3.8584 4.5097 -0.2 0.3 -0.2
C -1.7930 4.1575 3.8212 -1.4 0.1 0.0
H -2.2312 3.9378 4.7981 0.1 0.0 -0.4
C -2.6281 4.5512 2.7655 0.2 0.0 0.5
H -3.7030 4.6472 2.9560 0.4 0.0 0.0
C -3.0123 4.5971 -1.5183 -0.5 -0.4 -0.7
C -1.8803 3.7913 -1.7297 0.3 0.7 -0.4
H -1.6039 3.0595 -0.9502 0.0 0.7 -0.2
C -1.1629 3.9315 -2.9227 -0.6 -0.3 -0.2
H -0.1114 3.6221 -2.9884 -0.5 0.0 -0.2
C -1.7751 4.5465 -4.0147 0.6 0.4 -0.2
H -1.2177 4.6091 -4.9597 -0.3 0.1 0.4
C -3.0420 5.1186 -3.8968 -0.4 -0.5 0.3
H -3.5299 5.5464 -4.7714 0.1 -0.1 0.2
C -3.6782 5.1416 -2.6484 1.2 -0.3 0.1
H -4.6726 5.5605 -2.5282 0.2 0.3 0.0
H -4.6452 4.3919 0.4794 -1.7 -0.6 0.9
Cl -1.5080 1.4808 0.9828 -0.2 -0.2 0.2
N -0.0969 1.1649 -2.4090 0.4 0.1 -0.2
C -1.3625 0.3630 -2.4060 0.0 0.5 -0.4
C -1.2055 -0.8700 -1.5450 0.0 -0.6 0.1
N -0.2013 -0.6676 -0.4803 -0.3 -0.5 -0.2
H -0.1181 1.7997 -3.2084 -0.3 -0.1 0.3
H 0.6931 0.5536 -2.6306 -0.3 -0.1 0.2
H -2.1781 0.9874 -2.0349 0.2 0.1 0.0
H -1.6136 0.0809 -3.4349 0.0 0.0 0.2
H -2.1819 -1.1172 -1.1138 0.2 -0.1 -0.1
H -0.8882 -1.7032 -2.1836 -0.2 0.0 0.2
H -0.6005 -0.8734 0.4333 0.0 0.2 -0.2
H 0.5465 -1.3467 -0.6090 -0.2 0.1 0.1
```
Forces are in eV/Å.

The value obtained for the maximum force is 5.07 eV/A. As for the HOMO energy (spin up / spin down): -9.7 / -9.7 eV. For the energy relative to the best compared isomer or geometry (same formula, charge and spin), the calculation gives 0.912 eV. The net charge is +1. The HOMO-LUMO gap (spin up / spin down) comes out at 6.30 / 6.22 eV.



The lowest maximum force belongs to which entry?
C36H29F3N7S2Sc